No. 1
Molecular formula: H29O15
Method: DFT, ωB97M-V with the def2-TZVPD basis set

The total charge is -1. The value obtained for the relative energy (zero: lowest compared OMol25 entry of this formula, charge and spin) is 98.6 kcal per mole. Its total energy is -1145.91529 Eh. The value obtained for the LUMO energy is 1.99 eV.

```
44
Properties=species:S:1:pos:R:3:forces:R:3:mulliken_charge:R:1
O 0.792115 0.672038 -3.030298 -0.09 -0.71 -2.46 -0.8206
H 1.655617 0.116754 -0.566710 2.56 -1.02 -1.20 0.3962
H 2.319074 0.244447 -3.753411 0.75 0.93 0.27 0.4820
H -0.383402 -1.418401 -2.972941 -0.65 -1.54 1.60 0.2861
H -1.378898 -2.418798 1.145938 -0.97 -1.25 -0.68 0.2132
H 1.680905 -3.370614 0.043730 1.78 -2.18 -0.71 0.3182
O 1.786208 0.316647 2.266158 -1.30 0.18 -0.50 -0.6425
H -1.010786 -4.061012 3.063795 -0.40 0.66 -0.03 0.2895
H -3.711006 0.044906 -1.149671 -1.15 0.38 -1.19 0.2293
H -1.559706 -2.214672 -2.349444 -1.56 -0.05 -0.27 0.2798
O 3.161862 0.646233 -4.087568 0.61 0.99 0.05 -0.6613
H 2.553158 4.969026 0.041942 -0.27 0.17 -0.09 0.3254
H 1.378849 4.708334 0.940605 -0.32 0.07 0.31 0.3263
O -0.772595 3.846362 -0.624603 1.62 -1.14 0.52 -0.5679
O 2.257029 -4.193520 -0.177301 -2.19 1.64 0.60 -0.6544
H -2.459825 -3.427514 2.909808 -0.24 2.08 -0.09 0.3265
H -2.552840 0.153103 -0.298885 -0.22 -1.08 0.32 0.2686
O -1.878077 -3.002723 0.527833 0.92 0.46 0.48 -0.5383
H 0.322979 -1.313942 -0.326618 -0.24 1.65 -1.51 0.0532
O -0.629167 -2.136091 -2.296280 1.76 0.86 -2.00 -0.5764
O -1.817786 -1.208029 2.730562 -1.85 -0.55 1.43 -0.6460
O 0.243861 -0.395948 -0.738852 0.93 -0.82 2.09 -0.7180
H -0.529617 3.308300 2.742608 0.71 -0.53 1.10 0.3010
H -1.783317 -2.524296 -0.293009 -0.08 0.28 -0.53 0.2352
H 0.669098 0.069330 -2.249410 -0.34 1.55 1.28 0.5515
O -1.952248 -4.203162 2.939761 0.70 -2.98 0.52 -0.6247
H -0.663876 4.268700 -1.463281 -0.54 0.79 -0.94 0.2625
H -0.154832 0.200520 0.419178 -1.77 -0.62 0.12 0.3225
H 0.830223 1.553789 -3.434981 -0.40 -0.84 1.61 0.2622
H 1.616215 -0.310671 1.534432 0.57 0.44 0.45 0.3082
H -1.478557 3.914424 1.985517 -1.03 0.82 -0.46 0.3300
O 2.726621 0.030058 -0.834753 -1.90 2.07 0.89 -0.6538
H -2.572534 -0.698957 2.358998 0.75 -0.44 0.49 0.3314
O 1.600604 5.139106 0.112443 0.81 -0.21 -0.15 -0.6361
H 3.361263 1.479882 -3.576858 -0.69 -1.79 -0.62 0.2457
H -1.463894 0.843387 0.323638 0.23 0.44 0.90 0.1508
H -1.250740 -1.178298 1.976848 0.74 0.91 -0.34 0.4115
H 2.942561 0.989762 -0.951281 0.10 -1.33 0.13 0.2206
O -1.098570 0.384750 1.101787 1.83 1.74 -1.76 -0.6778
H 0.176983 3.550289 -0.551921 -1.37 0.22 0.47 0.2912
H 0.928967 0.807741 2.273975 0.77 -0.58 0.18 0.3300
O -3.300795 -0.445850 -0.463039 0.69 0.15 0.45 -0.5905
O -1.161662 4.013726 2.886735 0.32 -0.36 -0.75 -0.6565
H 3.165837 -3.919736 -0.121136 0.43 0.51 0.05 0.3163
```
Forces are in eV/Å.

***

No. 2
Molecular formula: C23H40ClN5RuS
Method: DFT, ωB97M-V with the def2-TZVPD basis set

The total charge is -2. As for the spin multiplicity: 5. The value obtained for the relative energy (zero: lowest compared OMol25 entry of this formula, charge and spin) is 49.7 kcal per mole. Its expectation value of S² is 6.021. Its total energy is -2127.27200 Eh. The value obtained for the LUMO energy (spin up / spin down) is 4.39 / 4.31 eV.

```
71
Properties=species:S:1:pos:R:3:forces:R:3:mulliken_charge:R:1
H -3.666887 -3.235221 2.970359 -0.16 -0.06 -0.19 0.4870
C 1.015895 3.217096 -1.980665 -0.33 0.13 -0.12 -1.5540
H -1.108510 -1.170245 -2.604339 0.11 0.03 -0.03 -0.0201
C 2.186458 1.959446 -0.180699 -0.22 -0.21 0.54 0.8931
H 4.341483 2.382073 -1.826522 -0.02 0.13 -0.09 0.4479
H 2.452540 -3.219896 -3.796768 -0.16 -0.05 -0.17 0.4511
H -1.278015 -2.847600 -3.135408 0.31 0.04 0.00 0.3444
H 1.038909 3.026302 3.071557 -0.30 -0.11 0.05 0.4906
H 1.056291 3.520539 -3.030346 -0.08 -0.01 -0.06 0.4460
C 2.155218 -0.293735 -4.204048 -0.58 -0.63 -0.34 -0.5768
H 0.905089 -4.091221 -3.931893 0.04 0.19 -0.03 0.4190
C -3.642816 -3.000282 1.901295 -0.28 -0.22 -0.20 -2.7366
Ru -0.386509 0.247434 0.653921 0.10 0.39 -3.11 -0.1653
C 3.489008 3.047739 -1.997673 0.58 0.39 0.03 -2.0551
H 1.019564 4.134317 -1.371191 0.18 -0.27 -0.09 0.3277
H -1.551030 2.875946 4.785384 -0.08 0.22 0.11 0.4274
H 3.462796 3.356084 -3.047541 0.21 0.10 0.09 0.4347
C -2.340046 -2.311916 1.546702 0.24 0.58 0.45 3.3001
H 1.994979 -2.964941 -1.356021 0.17 0.00 0.03 0.4318
C -1.163872 -3.170654 2.024265 0.39 -0.21 0.19 -1.7719
H 0.515098 1.760456 4.195826 0.08 -0.02 -0.03 0.3126
H -3.076699 -1.497659 -0.324931 0.21 0.12 0.04 0.4185
C 0.451943 2.098697 3.158265 0.48 -0.08 0.41 -2.4121
H -1.287821 -1.480507 -0.211474 -0.95 -0.68 0.23 -1.0254
S 3.450412 -1.882747 2.278322 1.56 -0.79 0.60 -0.5938
H -0.189577 -2.691053 1.834417 -0.42 -0.04 0.08 0.0740
H -3.064686 -1.686289 4.146747 0.25 0.45 0.46 0.4416
H -2.165326 -3.006134 -0.511135 -0.05 0.14 0.44 0.5435
H -2.293261 1.001077 4.891844 -0.09 -0.65 0.19 0.3432
H -0.812683 -1.598175 -4.295554 0.00 0.07 -0.01 0.3736
H 0.360164 -3.638075 -1.399895 0.02 0.04 -0.38 0.4771
H -1.259740 -3.359474 3.104133 0.13 0.04 -0.23 0.3146
H 2.240471 -0.863888 -5.106532 0.17 0.37 -0.44 0.3637
N -1.779164 1.043077 2.852542 -0.39 -0.48 -0.35 0.0603
H 3.619713 3.941943 -1.376959 -0.08 -0.12 -0.12 0.4084
C -1.676859 3.252006 3.770465 0.08 0.52 -0.02 -4.0494
N 2.201236 1.085332 -2.481331 0.51 -0.15 -1.02 0.5579
N 1.142504 -0.714388 1.201105 5.79 -3.11 2.47 -1.3840
H 2.168712 2.850679 0.473237 0.05 -0.14 -0.48 0.5107
C -2.214493 0.403377 3.995096 -0.19 0.11 0.26 -0.9716
C -0.684015 -1.930867 -3.261310 -0.29 0.23 -0.13 -1.4071
C -1.002885 2.337676 2.781685 -0.57 -0.83 0.12 6.4179
C -1.059082 2.885411 1.372830 0.00 0.24 -0.59 -2.7850
H 1.219438 -2.697375 -4.995327 0.09 -0.24 0.12 0.4531
H -1.230077 4.245032 3.715766 -0.01 0.06 0.11 0.6658
H -2.739466 3.330641 3.534883 -0.03 0.07 0.13 0.4238
C 0.953342 -2.729934 -1.562458 0.12 -0.26 0.42 -1.2051
H -0.572745 2.216533 0.606728 -0.30 1.01 0.51 -0.2799
H 0.640263 -2.021606 -0.808142 0.06 0.27 0.02 -0.1249
H -2.083309 3.055038 1.036587 0.01 -0.15 -0.02 0.3741
C -1.914794 0.203333 1.773020 -0.41 -0.69 1.73 -0.9609
C 2.164488 -1.216592 1.628625 -4.88 2.31 -1.86 0.8792
H 0.938735 1.347028 2.519699 -0.24 0.16 0.18 -0.0299
C 2.536779 0.944485 -3.832805 -0.06 0.80 0.11 -0.4978
H 3.047916 1.345382 0.103373 -0.15 -0.02 -0.09 0.4665
C 1.759645 -0.083364 -2.062373 -2.32 -0.13 4.07 -0.6242
C 0.787994 -2.172840 -2.958486 0.47 0.25 -0.26 1.9172
H 1.270043 1.365876 0.058630 1.00 0.56 -0.32 -1.3053
Cl -1.588282 0.820355 -1.328213 -0.65 0.63 -1.42 -0.6188
H 0.070514 2.700776 -1.795109 0.10 -0.07 -0.07 0.0540
N -2.339408 -1.000182 2.292508 -0.45 0.37 -0.36 0.5780
H 3.046371 1.748694 -4.326338 -0.01 -0.14 -0.55 0.3609
C 1.377760 -3.102752 -3.987253 0.26 -0.58 -0.32 -2.1964
H -4.480815 -2.342846 1.650355 0.00 -0.16 0.07 0.4269
C -2.577552 -0.863085 3.642213 0.00 0.04 0.29 -0.4814
H -1.153571 -4.154052 1.511381 -0.18 0.47 0.16 0.4239
N 1.583927 -0.898607 -3.075067 0.61 0.12 -0.87 0.5055
C 2.209965 2.333397 -1.648451 0.29 -0.34 -0.04 1.6571
H -0.535050 3.850976 1.335142 -0.01 -0.20 0.12 0.4305
H -3.738312 -3.937863 1.337736 0.00 0.15 0.13 0.3654
C -2.218303 -2.058189 0.055610 0.26 0.05 -0.55 -0.6678
```
Forces are in eV/Å.